Record 1
{"formula": "C2H47O22", "method": "ωB97M-V with the def2-TZVPD basis set", "elements": ["O", "O", "O", "O", "O", "O", "O", "O", "O", "O", "O", "O", "O", "O", "O", "O", "O", "O", "O", "O", "O", "O", "C", "C", "H", "H", "H", "H", "H", "H", "H", "H", "H", "H", "H", "H", "H", "H", "H", "H", "H", "H", "H", "H", "H", "H", "H", "H", "H", "H", "H", "H", "H", "H", "H", "H", "H", "H", "H", "H", "H", "H", "H", "H", "H", "H", "H", "H", "H", "H", "H"], "coordinates": [[1.45, -2.17, 1.28], [0.23, 3.93, 2.08], [2.15, -3.84, -0.69], [0.95, -0.91, 3.71], [1.65, 0.36, 0.62], [3.90, -1.31, 2.51], [0.79, 2.64, -3.43], [-1.37, 3.05, -1.02], [1.98, 2.61, -0.93], [-3.05, -1.34, 0.89], [-1.90, 1.28, -3.04], [3.90, 1.57, 1.04], [-2.10, -0.91, 3.36], [-0.20, -0.18, -4.31], [0.35, -3.09, -2.56], [-2.26, -2.52, -1.82], [-2.53, 1.83, 1.19], [-1.29, 1.63, 3.58], [-3.91, -0.11, -1.63], [2.94, -0.62, -1.71], [1.44, 1.63, 3.04], [-0.88, -3.17, 0.81], [-0.18, -0.17, -0.72], [0.24, 0.51, 0.61], [2.35, -0.32, -1.04], [3.56, 0.04, -1.84], [-0.46, 2.90, -0.80], [0.66, 2.01, -4.16], [-3.80, -1.63, 0.37], [-2.93, -1.85, -1.70], [-3.17, 0.26, -2.12], [-3.40, 2.02, 0.79], [-2.42, -1.10, 2.48], [3.22, 0.95, 0.79], [1.59, -1.33, 0.74], [1.93, -3.48, 0.15], [-0.39, 1.54, 3.34], [1.62, 1.91, -0.39], [-2.60, 1.42, -3.66], [-1.40, -0.34, 3.17], [-0.36, -2.65, -2.02], [0.02, 1.51, 0.61], [0.25, -1.19, -0.77], [-1.30, -0.17, -0.83], [-1.49, 2.62, -1.88], [-0.28, -0.07, 1.43], [-1.92, 2.18, 0.49], [-4.53, -0.60, -2.24], [0.90, -3.44, -1.88], [3.65, -1.85, 3.22], [1.60, 1.19, 2.22], [-1.70, 1.88, 2.75], [-0.80, -3.88, 1.45], [2.22, 2.08, 3.36], [3.40, -1.69, 1.78], [0.51, 3.14, 2.48], [0.56, -0.68, -4.14], [3.63, 2.04, 1.84], [2.23, -4.80, -0.57], [1.64, 2.49, -1.80], [1.08, 4.22, 1.73], [0.25, 0.45, -1.54], [0.96, 0.04, 3.45], [0.96, -1.34, 2.89], [0.56, -2.46, 1.05], [-2.78, -3.28, -1.62], [-1.16, 0.85, -3.47], [-1.66, -2.66, 1.06], [-2.81, -0.48, 0.57], [-0.28, -0.14, -5.28], [-0.07, 2.97, -3.34]], "e_tot_ha": -1759.7122, "e_homo_ev": -5.95, "charge": -1, "orbital_gap_ev": 7.332, "mol_weight_g_mol": 423.4}

Record 2
{"formula": "C12H17N", "method": "ωB97M-V with the def2-TZVPD basis set", "elements": ["N", "C", "C", "C", "C", "C", "C", "C", "C", "C", "C", "C", "C", "H", "H", "H", "H", "H", "H", "H", "H", "H", "H", "H", "H", "H", "H", "H", "H", "H"], "coordinates": [[-1.23, -0.37, 1.87], [-0.20, -1.80, 0.46], [4.23, 2.19, -0.54], [2.27, 1.39, 0.94], [-0.38, -1.44, 1.76], [-1.99, 0.37, -2.07], [-1.66, -0.04, 0.61], [-1.00, -0.89, -0.31], [-1.18, -0.69, -1.67], [0.58, -3.00, 0.05], [-2.59, 1.25, -1.15], [3.02, 1.28, -0.39], [-2.42, 1.05, 0.21], [1.52, 2.20, 0.86], [5.07, 1.78, 0.03], [4.07, 3.20, -0.16], [0.05, -3.95, 0.19], [-3.19, 2.05, -1.57], [0.16, -1.85, 2.59], [1.67, 0.50, 1.14], [-2.82, 1.77, 0.90], [-2.18, 0.46, -3.13], [2.33, 1.56, -1.19], [2.91, 1.64, 1.80], [1.52, -3.12, 0.60], [-1.63, 0.01, 2.70], [0.95, -3.02, -0.97], [-0.75, -1.27, -2.48], [3.28, 0.25, -0.66], [4.55, 2.18, -1.58]], "e_tot_ha": -522.2046, "e_homo_ev": -7.79, "smiles": "Cc1c[nH]c2ccccc12.CCC", "orbital_gap_ev": 8.714, "mol_weight_g_mol": 175.3}

Record 3
{"formula": "C36H30N11Rb", "method": "ωB97M-V with the def2-TZVPD basis set", "elements": ["Rb", "N", "N", "N", "N", "N", "N", "N", "N", "N", "N", "N", "C", "C", "C", "C", "C", "C", "C", "C", "C", "C", "C", "C", "C", "C", "C", "C", "C", "C", "C", "C", "C", "C", "C", "C", "C", "C", "C", "C", "C", "C", "C", "C", "C", "C", "C", "C", "H", "H", "H", "H", "H", "H", "H", "H", "H", "H", "H", "H", "H", "H", "H", "H", "H", "H", "H", "H", "H", "H", "H", "H", "H", "H", "H", "H", "H", "H"], "coordinates": [[1.23, -0.10, -0.91], [0.58, 2.02, 0.63], [-0.02, -3.17, 1.70], [-1.18, 1.14, -0.71], [2.06, 1.09, 2.23], [-2.00, -0.94, -1.71], [0.51, -1.82, -2.92], [-0.45, 3.41, -0.91], [1.23, -1.10, 1.70], [-0.54, -2.47, -0.54], [3.68, 0.21, 0.26], [2.98, -1.94, -1.49], [-4.91, -3.24, 0.68], [-0.75, -3.18, 0.63], [-1.65, -1.57, 3.80], [3.92, -1.18, 0.65], [-2.56, 3.54, -3.11], [-2.17, -0.60, 4.68], [1.12, 0.09, 2.32], [3.54, 3.82, 1.77], [-4.30, -4.21, 1.50], [-2.47, 1.18, -2.63], [3.10, 5.85, 0.49], [1.70, 2.02, 1.41], [-2.78, -2.52, -0.06], [-3.31, 0.87, -3.68], [-0.54, -1.19, 3.05], [0.03, 0.08, 3.17], [1.94, 5.30, -0.07], [0.52, 3.13, -0.01], [-2.90, -4.33, 1.54], [-2.18, -3.49, 0.73], [3.89, 5.12, 1.40], [-1.59, 0.68, 4.79], [-3.79, 1.92, -4.46], [-1.20, 2.40, -1.24], [2.40, 3.29, 1.21], [2.47, -3.17, -2.10], [-1.67, -1.87, -0.77], [1.62, 4.01, 0.31], [-4.15, -2.38, -0.11], [-2.12, 2.48, -2.35], [0.21, -1.86, 2.09], [4.07, -2.14, -0.54], [-1.83, 0.34, -1.61], [0.94, -3.07, -2.29], [-0.47, 1.05, 4.04], [-3.42, 3.25, -4.18], [1.31, 5.84, -0.77], [4.82, -1.23, 1.28], [3.64, 0.81, 1.11], [-0.01, 2.03, 4.11], [-4.60, -1.62, -0.75], [4.48, 0.53, -0.34], [0.97, -1.73, -3.85], [-2.41, -5.04, 2.20], [-3.04, -0.85, 5.28], [0.60, -3.92, -2.90], [-2.03, 1.40, 5.48], [2.96, -3.33, -3.07], [4.78, 5.58, 1.83], [-0.53, -1.84, -3.07], [4.13, 3.24, 2.48], [3.07, -1.50, 1.27], [3.28, -1.27, -2.24], [-2.24, 4.55, -2.88], [-4.91, -4.86, 2.12], [-3.79, 4.06, -4.80], [1.23, 2.07, -2.30], [5.02, -1.97, -1.05], [-3.57, -0.16, -3.87], [-2.08, -2.56, 3.71], [-4.45, 1.71, -5.30], [3.39, 6.87, 0.22], [0.45, -3.15, -1.32], [-6.00, -3.16, 0.66], [4.09, -3.16, -0.14], [2.66, -4.05, -1.48]], "e_tot_ha": -2016.0326, "e_homo_ev": [0.10, 0.10], "charge": -2, "orbital_gap_ev": [3.786, 3.784], "mol_weight_g_mol": 702.2}

Record 4
{"formula": "C3H5NO2", "method": "ωB97M-V with the def2-TZVPD basis set", "elements": ["O", "O", "N", "C", "C", "C", "H", "H", "H", "H", "H"], "coordinates": [[-1.31, -0.60, 0.18], [-1.36, 0.01, -2.02], [-0.01, 1.07, -0.44], [-1.00, 0.19, -0.89], [-0.15, -0.58, 1.05], [0.90, 0.04, 0.12], [0.26, 1.71, -1.17], [1.81, 0.46, 0.55], [1.16, -0.74, -0.63], [-0.29, 0.06, 1.92], [0.00, -1.62, 1.36]], "e_tot_ha": -322.5406, "e_homo_ev": -10.08, "smiles": "O=C1NCCO1", "orbital_gap_ev": 10.959, "mol_weight_g_mol": 87.1}

Record 5
{"formula": "C4H6N3O2S", "method": "ωB97M-V with the def2-TZVPD basis set", "elements": ["S", "O", "O", "N", "N", "N", "C", "C", "C", "C", "H", "H", "H", "H", "H", "H"], "coordinates": [[-1.80, 2.19, 2.90], [-2.18, -0.17, 3.89], [-1.95, 0.00, 1.75], [1.84, 0.88, 0.19], [-0.28, 0.44, -0.26], [-1.99, 0.35, 2.85], [0.54, -0.28, -1.22], [1.82, 0.11, -0.96], [0.58, 1.13, 0.61], [-0.06, -1.26, -2.13], [2.65, 1.31, 0.61], [0.17, -2.37, -1.76], [2.67, -0.35, -1.41], [-1.31, 0.44, -0.09], [-1.11, -1.30, -1.92], [0.40, -1.13, -3.07]], "e_tot_ha": -868.4318, "e_homo_ev": [-14.00, -13.99], "charge": 1, "orbital_gap_ev": [6.638, 7.533], "mol_weight_g_mol": 160.2}